1.
# C22H48IN8O5P3S

A molecular structure, C22H48IN8O5P3S at a distorted geometry (ωB97M-V/def2-TZVPD, the Open Molecules 2025 dataset).

```
88
Properties=species:S:1:pos:R:3
C 8.879 3.263 -3.554
C 8.171 4.406 -4.344
C 7.585 5.488 -3.354
I 7.239 7.305 -4.474
C 6.343 4.908 -2.685
C 6.465 4.347 -1.438
C 5.334 3.726 -0.734
C 4.108 3.696 -1.324
C 2.934 3.001 -0.594
P 2.636 1.381 -1.458
O 2.502 0.257 -0.533
O 3.819 1.103 -2.558
O 1.250 1.610 -2.312
C 3.846 4.263 -2.625
N 2.740 4.311 -3.329
S 3.096 5.067 -4.754
N 4.673 5.314 -4.479
C 5.026 4.870 -3.282
H 9.959 3.296 -3.800
H 8.819 3.430 -2.464
H 8.541 2.252 -3.830
H 8.843 4.930 -5.043
H 7.296 3.974 -4.862
H 8.354 5.723 -2.606
H 7.457 4.353 -0.971
H 5.437 3.254 0.246
H 2.030 3.620 -0.720
H 3.180 2.766 0.450
H 3.593 1.523 -3.402
H 1.424 1.518 -3.260
O -1.869 0.251 3.311
P -1.008 -1.001 3.430
N -0.582 -0.777 5.095
C 0.171 0.384 5.534
C -1.717 -0.988 5.984
N 0.187 -0.512 2.310
C 1.580 -0.264 2.608
C -0.250 0.359 1.221
N -0.170 -2.585 3.442
C -1.008 -3.630 2.829
C 0.542 -3.155 4.577
H 0.365 0.321 6.609
H -0.346 1.328 5.330
H 1.157 0.415 5.073
H -2.227 -1.925 5.731
H -2.449 -0.175 5.917
H -1.386 -1.080 7.022
H 1.736 0.754 2.987
H 2.187 -0.379 1.708
H 1.987 -0.974 3.329
H -0.310 1.407 1.547
H -1.231 0.057 0.855
H 0.432 0.301 0.371
H -1.839 -3.913 3.485
H -0.423 -4.522 2.597
H -1.430 -3.266 1.886
H -0.125 -3.451 5.395
H 1.293 -2.474 4.969
H 1.085 -4.048 4.250
O -5.406 -4.075 -2.754
P -5.080 -2.889 -1.860
N -4.984 -3.775 -0.375
C -6.137 -4.470 0.168
C -3.820 -4.652 -0.335
N -6.548 -2.044 -2.100
C -7.524 -1.734 -1.082
C -7.216 -2.236 -3.383
N -4.491 -1.427 -1.017
C -3.420 -0.771 -1.788
C -4.176 -1.340 0.400
H -5.879 -4.937 1.123
H -6.522 -5.246 -0.504
H -6.943 -3.778 0.406
H -2.921 -4.102 -0.636
H -3.930 -5.513 -1.004
H -3.642 -5.015 0.682
H -8.213 -2.570 -0.913
H -8.123 -0.868 -1.379
H -7.065 -1.459 -0.131
H -7.805 -3.163 -3.399
H -6.493 -2.279 -4.195
H -7.884 -1.398 -3.598
H -2.485 -1.340 -1.738
H -3.234 0.242 -1.426
H -3.711 -0.689 -2.841
H -3.282 -1.918 0.669
H -5.004 -1.666 1.024
H -3.991 -0.297 0.677
```

The calculation puts the HOMO energy at -7.84 eV. The calculation puts the strongest force on any atom at 0.136 Eh/bohr. As for the HOMO-LUMO gap: 6.625 eV.



2.
# C22H49GaN2O2P3

A molecular structure, C22H49GaN2O2P3 at a distorted geometry (ωB97M-V/def2-TZVPD, the Open Molecules 2025 dataset).

```
79
Properties=species:S:1:pos:R:3
Ga -0.522 -1.590 -0.584
P -1.178 -0.675 2.074
P 1.549 -2.268 0.388
P -2.828 -1.687 -0.712
H 0.778 3.413 -2.143
C -0.099 2.959 -2.679
C -1.350 3.497 -2.569
H -1.589 4.253 -1.791
C 0.014 0.160 3.184
C -1.586 -2.102 3.132
C -2.657 0.356 2.341
C 2.780 -1.832 -0.893
C 2.386 -1.720 1.926
C 1.516 -4.076 0.536
C -3.445 -0.023 -1.153
C -4.066 -2.345 0.426
C -3.044 -2.627 -2.251
H 0.101 2.145 -3.354
H -2.200 3.007 -3.062
H -0.478 0.906 3.840
H 0.757 0.704 2.590
H 0.546 -0.552 3.827
H -0.753 -2.805 3.159
H -2.455 -2.641 2.761
H -1.794 -1.788 4.158
H -2.588 1.295 1.783
H -2.782 0.611 3.396
H -3.570 -0.139 2.017
H 3.006 -2.715 -1.507
H 3.693 -1.455 -0.406
H 2.346 -1.046 -1.528
H 3.426 -2.107 1.942
H 1.883 -2.096 2.829
H 2.440 -0.622 1.972
H 2.493 -4.454 0.854
H 1.263 -4.533 -0.426
H 0.769 -4.382 1.275
H -4.220 -0.153 -1.923
H -2.646 0.617 -1.549
H -3.885 0.466 -0.275
H -4.882 -2.752 -0.186
H -4.485 -1.569 1.080
H -3.655 -3.151 1.042
H -4.021 -3.121 -2.220
H -2.262 -3.390 -2.348
H -2.991 -1.958 -3.118
C -0.073 -1.528 -3.332
C 0.749 -2.674 -3.498
C 0.787 -3.290 -4.731
C 0.146 -2.734 -5.871
C -0.579 -1.576 -5.698
C -0.646 -0.914 -4.516
O -0.363 -0.733 -2.322
H 0.721 -1.830 -0.862
H 1.228 -3.051 -2.543
H 1.366 -4.172 -4.814
H 0.284 -3.261 -6.791
H -1.075 -1.198 -6.585
H -1.221 0.002 -4.356
C 4.117 2.181 2.013
N 3.043 3.146 2.222
C 2.983 3.734 3.575
C 1.868 2.868 1.511
O 1.710 1.825 0.855
N 0.857 3.820 1.624
C 1.132 5.241 1.843
C -0.366 3.521 0.909
H 5.020 2.598 2.483
H 4.277 2.045 0.931
H 3.887 1.200 2.481
H 3.232 4.812 3.526
H 1.977 3.591 4.023
H 3.744 3.212 4.184
H 0.488 5.824 1.161
H 0.893 5.533 2.883
H 2.191 5.465 1.635
H -0.728 2.529 1.202
H -1.113 4.268 1.194
H -0.254 3.529 -0.188
```

As for the relative energy (zero: lowest compared OMol25 entry of this formula, charge and spin): 7.734 eV. The calculation puts the HOMO energy (spin up / spin down) at -15.59 / -15.59 eV. The calculation puts the strongest force on any atom at 0.206 Eh/bohr. As for the total charge: +3. As for the HOMO-LUMO gap (spin up / spin down): 3.306 / 3.226 eV.



3.
# C22H49Mn2N5O10

A molecular structure, C22H49Mn2N5O10 at a distorted geometry (ωB97M-V/def2-TZVPD, the Open Molecules 2025 dataset).

```
88
Properties=species:S:1:pos:R:3
Mn 0.354 0.736 -2.440
Mn 3.431 1.345 -1.440
C 1.800 2.876 -2.620
O 2.673 3.318 -1.778
O 0.510 2.851 -2.513
O 2.200 1.722 -3.154
C 0.110 -0.741 0.562
C 1.546 -0.273 0.527
C 2.588 -1.377 0.587
O 1.698 0.459 -0.693
H -0.142 -1.306 -0.341
H -0.650 0.012 0.748
H 0.001 -1.491 1.363
H 1.774 0.487 1.292
H 2.549 -1.861 -0.394
H 2.362 -2.163 1.313
H 3.557 -0.963 0.864
C -1.340 -2.055 -4.788
C -0.118 -2.238 -3.905
C 1.003 -2.969 -4.605
O 0.303 -1.068 -3.299
H -1.050 -1.508 -5.696
H -2.047 -1.368 -4.301
H -1.950 -2.926 -5.032
H -0.415 -2.863 -3.035
H 0.679 -3.981 -4.875
H 1.854 -3.045 -3.928
H 1.353 -2.506 -5.533
C -2.723 0.654 -2.338
O -1.634 0.905 -1.832
N -3.030 0.903 -3.607
C -2.057 1.535 -4.503
C -4.359 0.623 -4.098
H -3.578 0.260 -1.777
H -2.556 2.112 -5.275
H -1.469 0.744 -4.974
H -1.413 2.176 -3.903
H -4.502 -0.388 -4.490
H -5.048 0.703 -3.252
H -4.687 1.323 -4.861
C -3.076 -1.106 3.036
O -2.867 -2.297 3.046
N -4.296 -0.537 2.882
C -4.575 0.825 3.246
C -5.450 -1.348 2.572
H -2.284 -0.355 3.204
H -5.141 1.364 2.485
H -3.627 1.362 3.333
H -5.081 0.904 4.212
H -6.082 -1.511 3.447
H -6.007 -0.879 1.760
H -5.115 -2.324 2.227
C 4.915 1.936 1.449
O 4.521 1.906 0.269
N 5.376 3.021 2.019
C 6.029 2.999 3.309
C 5.394 4.263 1.278
H 4.786 1.069 2.106
H 7.075 2.683 3.251
H 5.545 2.325 4.016
H 6.012 3.998 3.736
H 6.400 4.438 0.890
H 4.619 4.302 0.520
H 5.160 5.097 1.943
C 1.323 -4.939 0.750
O 2.314 -5.562 0.436
N 0.368 -5.425 1.573
C -0.657 -4.582 2.148
C 0.348 -6.823 1.907
H 1.152 -3.913 0.389
H -0.981 -5.011 3.098
H -1.548 -4.493 1.521
H -0.322 -3.584 2.425
H 0.782 -7.002 2.899
H -0.678 -7.192 1.952
H 0.920 -7.395 1.184
C 1.261 3.597 1.704
O 2.064 4.085 2.469
N -0.075 3.803 1.754
C -0.940 3.316 0.687
C -0.678 4.340 2.935
H 1.539 2.978 0.850
H -1.824 3.948 0.619
H -1.239 2.272 0.816
H -0.403 3.403 -0.261
H -1.596 3.811 3.214
H -0.054 4.169 3.816
H -0.887 5.412 2.907
```

The calculation puts the HOMO energy (spin up / spin down) at -7.16 / -7.51 eV. The calculation puts the strongest force on any atom at 0.113 Eh/bohr. Its spin multiplicity is 11. As for the HOMO-LUMO gap (spin up / spin down): 7.391 / 7.431 eV.